Entry 1:
{"formula": "C37H57ClIKN2O2P2S3Si4", "method": "wB97M-V/def2-TZVPD", "charge": -2, "orbital_gap_ev": 5.335, "largest_force_ev_per_a": 0.448, "homo_energy_ev": -1.82, "elements": ["I", "K", "Cl", "S", "S", "S", "P", "P", "Si", "Si", "Si", "Si", "O", "O", "N", "N", "C", "C", "C", "C", "C", "C", "C", "C", "C", "C", "C", "C", "C", "C", "C", "C", "C", "C", "C", "C", "C", "C", "C", "C", "C", "C", "C", "C", "C", "C", "C", "C", "C", "C", "C", "C", "C", "H", "H", "H", "H", "H", "H", "H", "H", "H", "H", "H", "H", "H", "H", "H", "H", "H", "H", "H", "H", "H", "H", "H", "H", "H", "H", "H", "H", "H", "H", "H", "H", "H", "H", "H", "H", "H", "H", "H", "H", "H", "H", "H", "H", "H", "H", "H", "H", "H", "H", "H", "H", "H", "H", "H", "H", "H"], "positions_angstrom": [[-2.35, -4.36, 3.38], [0.09, -0.16, 0.28], [-2.00, -7.47, -1.39], [1.77, -1.91, 2.66], [-1.90, 2.94, 1.72], [0.22, 4.05, 3.56], [-2.58, 0.09, -1.90], [-0.58, 2.54, -1.65], [4.72, -1.47, -1.50], [3.15, 0.04, -2.34], [3.40, -0.54, -4.60], [4.50, 1.96, -2.40], [2.07, -1.38, 1.30], [-1.16, -2.29, 1.28], [0.68, 2.14, 1.87], [-0.30, -2.58, -1.28], [-0.90, -3.63, -0.67], [-0.30, 2.91, 2.27], [5.42, -0.86, 0.16], [4.14, 3.05, 3.99], [-5.07, 3.32, -2.55], [3.87, -3.12, -1.11], [-2.05, -5.77, 0.70], [1.82, 3.39, 3.51], [1.75, -3.70, 2.51], [3.91, 3.25, -3.67], [1.86, 2.39, 2.52], [3.06, 1.73, 2.27], [6.37, 1.82, -2.73], [-3.57, -0.91, -3.10], [-3.23, 1.80, -2.17], [0.08, -2.69, -2.53], [-2.36, 2.88, -1.99], [-0.12, -3.86, -3.28], [-4.58, 2.03, -2.45], [2.95, 3.72, 4.24], [-1.12, -4.86, -1.34], [-2.88, 4.17, -2.08], [-1.31, -3.40, 0.73], [0.08, 4.21, -1.28], [-0.71, -4.94, -2.68], [2.02, 0.22, -5.65], [-3.47, -0.31, -0.34], [4.43, 2.89, -0.75], [3.23, -2.41, -4.89], [-4.22, 4.40, -2.35], [-1.84, -4.55, 1.36], [-1.71, -5.92, -0.61], [4.99, -0.12, -5.56], [3.33, -1.80, 3.56], [-0.04, 2.35, -3.40], [4.18, 2.06, 3.00], [6.26, -1.98, -2.51], [3.08, 0.98, 1.49], [0.58, -1.83, -2.95], [2.99, -2.93, -0.50], [3.22, -2.28, 4.53], [3.54, -0.74, 3.69], [1.05, -0.11, -5.29], [-0.35, 4.55, -0.34], [-4.55, -0.21, -0.45], [5.03, 3.30, 4.55], [2.91, 4.50, 5.00], [-0.09, 4.95, -2.07], [3.54, -3.62, -2.03], [2.10, -0.06, -6.71], [-4.59, 5.41, -2.40], [4.54, -3.80, -0.58], [-0.87, -5.86, -3.23], [4.91, -0.49, -6.59], [5.12, 1.55, 2.79], [6.85, 1.22, -1.95], [6.83, 2.81, -2.72], [-4.65, -0.81, -2.98], [4.58, -0.71, 0.85], [1.04, 2.17, -3.42], [4.11, -2.95, -4.52], [4.92, 3.86, -0.83], [6.59, 1.35, -3.69], [6.90, -1.14, -2.76], [5.18, 0.95, -5.60], [5.86, -0.59, -5.10], [6.11, -1.59, 0.61], [3.82, 2.85, -4.68], [-3.29, -0.63, -4.12], [4.61, 4.09, -3.69], [-6.12, 3.49, -2.77], [3.40, 3.04, -0.42], [-5.25, 1.20, -2.58], [-3.21, -1.32, -0.02], [4.12, -2.27, 2.97], [2.37, -2.83, -4.37], [-3.13, 0.39, 0.43], [2.66, -4.03, 2.00], [-2.48, -6.60, 1.25], [4.93, 2.33, 0.05], [0.21, -3.91, -4.31], [1.67, -4.14, 3.50], [3.13, -2.62, -5.96], [5.97, -2.47, -3.44], [-0.51, 1.45, -3.81], [-0.29, 3.20, -4.03], [1.16, 4.11, -1.14], [2.93, 3.64, -3.38], [0.87, -3.96, 1.92], [6.85, -2.70, -1.92], [-3.29, -1.95, -2.95], [2.02, 1.31, -5.59], [5.94, 0.09, 0.05], [-2.23, 5.02, -1.91]], "lowdin_charge": [0.8194, 0.4396, 0.6044, 0.8385, 0.4347, 0.9311, 0.8820, 0.8554, 0.2707, 0.3745, 0.2566, 0.2623, -0.6499, -0.1932, -0.0406, 0.1037, -0.1431, -1.1893, -0.2248, -0.1235, -0.1066, -0.2268, -0.2114, -0.5079, -0.2346, -0.2326, -0.3311, -0.0496, -0.2324, -0.2963, -0.3877, -0.1476, -0.3961, -0.0599, -0.1084, -0.1214, -0.1876, -0.0961, -0.5314, -0.2984, -0.0429, -0.2457, -0.2616, -0.2319, -0.2279, -0.1000, -0.6631, -0.6319, -0.2352, -0.2467, -0.2924, -0.1154, -0.2304, 0.0893, 0.0777, -0.0056, 0.0488, 0.0329, 0.0071, 0.0155, 0.0387, 0.0847, 0.0923, 0.0309, 0.0101, 0.0142, 0.0929, 0.0185, 0.0788, 0.0150, 0.0964, 0.0043, 0.0155, 0.0202, -0.0102, -0.0145, 0.0029, 0.0228, -0.0013, 0.0026, 0.0047, 0.0038, 0.0207, 0.0012, 0.0327, 0.0168, 0.0903, 0.0086, 0.0850, 0.0250, 0.0544, -0.0117, 0.0138, 0.0578, 0.0806, 0.0024, 0.0943, 0.0535, 0.0196, -0.0028, 0.0185, 0.0431, 0.0235, 0.0034, 0.0292, 0.0149, 0.0257, 0.0038, 0.0031, 0.0847]}

Entry 2:
{"formula": "C37H57FeN6O8P2", "method": "wB97M-V/def2-TZVPD", "multiplicity": 6, "orbital_gap_ev": [7.685, 5.607], "largest_force_ev_per_a": 1.884, "homo_energy_ev": [-7.65, -7.60], "elements": ["Fe", "P", "P", "O", "O", "O", "O", "O", "O", "O", "O", "N", "N", "N", "N", "N", "N", "C", "C", "C", "C", "C", "C", "C", "C", "C", "C", "C", "C", "C", "C", "C", "C", "C", "C", "C", "C", "C", "C", "C", "C", "C", "C", "C", "C", "C", "C", "C", "C", "C", "C", "C", "C", "C", "H", "H", "H", "H", "H", "H", "H", "H", "H", "H", "H", "H", "H", "H", "H", "H", "H", "H", "H", "H", "H", "H", "H", "H", "H", "H", "H", "H", "H", "H", "H", "H", "H", "H", "H", "H", "H", "H", "H", "H", "H", "H", "H", "H", "H", "H", "H", "H", "H", "H", "H", "H", "H", "H", "H", "H", "H"], "positions_angstrom": [[0.11, 0.00, 0.18], [-2.47, 1.08, -1.64], [-2.67, 1.39, 1.56], [-2.11, 2.87, 1.66], [-0.04, -4.10, -0.54], [3.43, 1.26, 2.22], [-1.00, 0.84, -1.49], [-3.84, 1.20, 2.45], [-2.84, 2.35, -2.52], [-1.59, 0.37, 1.37], [-1.64, 0.46, -4.22], [-0.58, -1.90, -0.50], [3.07, -0.38, -1.62], [1.58, -1.31, 0.77], [1.35, 1.30, 1.30], [1.76, 0.10, -1.82], [-4.39, 0.03, 0.08], [0.23, -2.95, -0.30], [1.55, -2.56, 0.39], [-2.29, -4.69, 1.71], [4.11, -0.07, -2.64], [3.75, -0.78, -3.95], [0.74, 0.98, 4.12], [-4.14, -3.13, -0.41], [1.04, 2.49, 2.02], [-4.49, 2.46, -0.31], [1.66, 4.12, 0.10], [0.67, 2.32, 3.38], [-3.55, 1.32, -0.12], [-2.32, -2.10, -2.27], [1.91, 0.89, 5.10], [0.79, 3.56, -1.05], [3.75, -1.57, 1.69], [-4.56, -2.83, -1.69], [-0.53, 0.62, 4.82], [-2.41, -3.20, 1.43], [-1.30, -1.84, -3.35], [-0.70, -3.13, -3.89], [3.09, 3.60, -0.04], [1.07, 3.78, 1.48], [2.64, -0.78, 1.39], [-2.84, -2.85, 0.00], [-1.78, -0.94, -4.49], [-1.90, -2.27, -0.90], [4.28, 1.46, -2.85], [0.63, 4.86, 2.28], [-3.30, -2.56, 2.50], [-3.63, -2.39, -2.62], [0.11, 4.68, 3.55], [5.37, -0.73, -2.09], [2.49, 0.71, 1.67], [0.18, 3.41, 4.09], [2.55, -3.44, 0.78], [3.67, -2.93, 1.42], [-3.40, -1.46, 2.39], [1.31, -0.55, -2.46], [6.24, -0.43, -2.69], [-0.18, 3.21, 5.08], [-2.83, -1.10, -4.76], [-0.76, 1.22, 5.70], [3.62, 4.09, -0.85], [4.60, -1.13, 2.23], [1.65, 5.22, 0.05], [-5.01, 2.48, -1.27], [4.60, 1.94, -1.95], [-2.83, -2.67, 3.50], [3.54, -1.83, -3.76], [4.48, -3.56, 1.74], [-5.21, 2.41, 0.52], [1.29, 3.71, -2.02], [-3.01, 2.01, -3.42], [5.24, -1.79, -2.16], [-1.42, 0.67, 4.19], [2.44, -4.48, 0.57], [-4.83, -3.60, 0.28], [-1.44, -3.60, -4.53], [4.52, -0.69, -4.69], [1.72, 1.04, -2.23], [0.15, -2.88, -4.49], [-0.48, -0.40, 5.22], [0.67, 2.47, -0.91], [5.00, 1.67, -3.64], [-0.92, 0.55, -3.60], [-0.53, -1.24, -2.85], [-1.42, -2.83, 1.57], [3.65, 3.77, 0.89], [2.82, -0.36, -4.35], [-3.74, -0.79, 0.14], [-4.29, -3.01, 2.48], [-1.62, -5.18, 1.01], [0.66, 5.81, 1.78], [3.41, -0.04, -0.71], [3.12, 2.50, -0.20], [3.33, 1.90, -3.20], [1.85, 1.69, 5.82], [5.61, -0.43, -1.09], [-0.23, 3.95, -1.10], [-3.93, -2.26, -3.65], [-0.35, 5.48, 4.09], [-0.46, -3.84, -3.08], [-1.14, 3.00, 1.62], [0.88, 0.24, 3.35], [-3.26, -5.20, 1.69], [-3.98, 3.41, -0.21], [2.85, 0.92, 4.55], [-1.19, -1.17, -5.38], [-5.09, -0.13, -0.65], [-5.59, -3.02, -2.01], [-1.83, -4.82, 2.70], [-4.81, 0.15, 1.02], [1.82, -0.11, 5.57]], "mulliken_spin": [3.7146, 0.4940, -0.0086, 0.0009, 0.0065, 0.0113, 0.0902, 0.0237, 0.0646, -0.0001, 0.0140, 0.0259, -0.0083, 0.0306, 0.0020, 0.0638, 0.0235, 0.0253, 0.0270, 0.0005, -0.0007, 0.0019, 0.0069, 0.0028, 0.0320, 0.0210, 0.0091, 0.0003, 0.2215, 0.0713, 0.0012, -0.0130, -0.0005, 0.0083, 0.0017, 0.0001, -0.0204, 0.0017, -0.0006, -0.0086, 0.0000, 0.0138, 0.0163, 0.0017, 0.0006, -0.0057, -0.0005, 0.0051, 0.0042, 0.0005, 0.0300, -0.0067, 0.0039, -0.0039, -0.0004, -0.0050, -0.0001, 0.0003, -0.0018, 0.0003, -0.0002, 0.0012, 0.0009, -0.0083, -0.0004, 0.0000, -0.0002, -0.0008, 0.0055, 0.0007, -0.0145, -0.0001, 0.0001, 0.0008, 0.0010, -0.0001, -0.0002, 0.0102, 0.0001, -0.0002, 0.0143, 0.0001, -0.0130, 0.0075, 0.0025, -0.0002, 0.0002, -0.0241, 0.0001, -0.0001, 0.0002, 0.0020, 0.0032, -0.0004, 0.0000, 0.0000, 0.0023, 0.0003, 0.0003, 0.0013, 0.0020, 0.0064, 0.0002, -0.0010, -0.0003, 0.0004, 0.0116, 0.0006, 0.0000, -0.0021, 0.0000]}

The energy relative to the best compared isomer or geometry (same formula, charge and spin) results, record by record, are as follows: 10.5, 0.0 kJ/mol.